Run one
A 9-piece molecular cluster, H19O9 overall. Source: the OMol25 dataset; level of theory: the ωB97M-V functional and the def2-TZVPD basis.

```
! RIJCOSX wB97M-V def2-TZVPD def2/J DEFGRID3
* xyz 1 1
O -0.585 -0.085 -0.116
H -0.250 -0.985 -0.259
H 0.079 0.562 -0.034
H -1.012 -0.003 0.664
O -2.243 1.023 2.006
H -2.095 1.458 2.813
H -3.202 1.153 1.916
O -2.994 -1.097 -1.574
H -2.653 -0.422 -2.175
H -3.971 -1.327 -1.486
O -0.232 -1.567 2.452
H -1.034 -1.947 2.849
H 0.125 -1.040 3.141
O 3.123 -0.427 0.150
H 4.054 -0.512 0.253
H 2.992 0.516 -0.181
O 1.316 1.804 -0.401
H 1.565 2.580 0.212
H 1.752 2.172 -1.191
O 1.106 -2.257 -0.573
H 0.924 -3.211 -0.752
H 1.764 -2.199 0.022
O 2.230 -1.302 -2.889
H 3.133 -1.306 -3.061
H 2.068 -1.445 -2.018
O -2.174 3.281 -0.303
H -2.070 2.597 0.379
H -1.721 3.986 0.164
*
```

* orbital gap: 0.38650 Ha

***

Run two
A 9-piece molecular cluster, H19O9 overall. Source: the OMol25 dataset; level of theory: the ωB97M-V functional and the def2-TZVPD basis.

```
! RIJCOSX wB97M-V def2-TZVPD def2/J DEFGRID3
* xyz 1 1
O 0.251 1.540 -3.079
H -1.305 1.118 -0.109
H -0.464 -1.686 -2.657
O -1.387 -3.021 -1.205
H 2.274 -3.789 0.091
O 0.227 3.966 0.513
H -0.121 -1.386 4.603
H 1.176 3.883 0.452
O 1.542 -0.584 -0.425
H -0.176 4.745 0.311
H -2.263 -2.690 -0.734
O 1.618 -3.422 -0.535
H -0.080 1.716 0.253
H 0.758 -3.782 -0.690
O -0.472 0.827 0.166
H 0.761 -0.308 -1.095
H 1.512 -1.638 -0.417
O -1.221 3.018 2.804
H 0.653 2.424 -3.291
H -1.140 2.630 3.674
O 0.257 -1.244 3.722
H 0.925 -0.149 0.312
H -0.488 3.516 2.828
O -0.290 -0.875 -2.239
H -0.415 -1.919 3.233
H -1.952 -3.705 -1.606
H 0.859 1.070 -2.535
H -1.041 -0.254 -2.345
*
```

* orbital gap: 0.39860 Ha

***

Run three
A 9-piece molecular cluster, H19O9 overall. Source: the OMol25 dataset; level of theory: the ωB97M-V functional and the def2-TZVPD basis.

```
! RIJCOSX wB97M-V def2-TZVPD def2/J DEFGRID3
* xyz 1 1
O -0.329 -1.455 -3.061
H 0.820 1.132 -0.883
H -2.384 0.542 -1.202
O -3.095 1.914 -0.149
H -3.133 -0.657 2.703
O 3.462 -1.418 -1.636
H 1.524 1.119 4.212
H 3.793 -2.238 -1.266
O -0.890 -1.296 0.737
H 3.866 -1.244 -2.484
H -2.501 2.577 0.215
O -3.353 -0.425 1.820
H 1.805 0.002 -0.919
H -4.104 0.167 1.824
O 0.893 0.211 -0.657
H -1.285 -0.847 -0.133
H -1.718 -1.396 1.237
O 4.186 0.862 0.106
H -0.481 -2.267 -3.549
H 3.545 1.328 0.652
O 1.069 1.299 3.383
H -0.526 -0.559 1.269
H 4.387 0.077 0.612
O -1.796 -0.215 -1.378
H 1.498 2.115 3.100
H -3.912 2.418 -0.132
H 0.013 -1.631 -2.185
H -1.352 -0.115 -2.235
*
```

* orbital gap: 0.39378 Ha

***

Run four
A 10-piece molecular cluster, H19O9 overall. Source: the OMol25 dataset; level of theory: the ωB97M-V functional and the def2-TZVPD basis.

```
! RIJCOSX wB97M-V def2-TZVPD def2/J DEFGRID3
* xyz 1 1
O 1.228 0.444 -0.881
H -0.393 0.747 -0.040
H -4.017 -2.379 0.655
O -1.149 1.176 -2.624
H 1.000 -1.124 1.716
O -3.095 -0.622 -3.564
H 2.026 2.179 1.547
H -3.012 0.036 -2.734
O 1.421 1.847 2.124
H -2.442 -0.447 -4.107
H 0.597 2.063 1.554
O 1.766 -0.818 2.185
H 0.226 -2.345 0.513
H 2.455 -1.055 1.466
O -0.282 -1.801 1.001
H 1.596 0.529 2.162
H -1.888 1.154 -1.776
O 3.735 1.263 1.012
H 0.535 0.456 -1.580
H 3.283 1.027 0.177
O -0.770 1.276 0.757
H -0.695 -2.634 1.573
H 4.657 1.561 0.826
O -3.065 -2.607 0.636
H -1.381 0.732 1.245
H -1.409 1.776 -3.376
H 1.862 1.058 -1.384
H -2.788 -3.491 0.916
*
```

* orbital gap: 0.38177 Ha

***

So which one wins? Going from most stable to least: run three, run one, run two, run four.

***

Run one
An isolated ion of composition C6H17N3 and charge +2. Source: the OMol25 dataset; level of theory: the ωB97M-V functional and the def2-TZVPD basis.

```
! RIJCOSX wB97M-V def2-TZVPD def2/J DEFGRID3
* xyz 2 1
C 0.645 1.022 -0.789
C -1.479 -1.462 -0.466
C -0.431 1.425 0.117
C -2.329 -0.375 0.311
C 1.694 0.159 -0.110
C 2.096 0.355 1.306
N -0.125 -1.390 0.127
N -1.849 1.011 -0.157
N 2.463 -0.584 -0.906
H 0.197 0.507 -1.597
H 1.090 2.001 -1.204
H -1.918 -2.471 -0.416
H -1.463 -1.206 -1.467
H -0.113 1.048 1.047
H -0.516 2.519 0.207
H -3.340 -0.400 0.019
H -2.061 -0.579 1.327
H 1.644 -0.297 1.990
H 1.772 1.353 1.617
H 3.216 0.194 1.390
H -0.367 -1.173 1.119
H -2.666 1.577 0.190
H -2.071 1.017 -1.198
H 3.402 -0.836 -0.884
H 2.099 -1.123 -1.713
H 0.407 -2.294 0.139
*
```

* orbital gap: 0.37361 Ha
* SMILES string: CC(=[NH2+])CC[NH2+]CCN

***

Run two
An isolated ion of composition C6H17N3 and charge +2. Source: the OMol25 dataset; level of theory: the ωB97M-V functional and the def2-TZVPD basis.

```
! RIJCOSX wB97M-V def2-TZVPD def2/J DEFGRID3
* xyz 2 1
C -0.813 0.235 -0.301
C 1.715 1.542 0.693
C 0.605 -1.668 0.994
C -3.031 0.510 0.668
C 1.801 0.298 -0.162
C 0.657 -0.665 -0.211
N -1.699 0.016 0.598
N -0.736 1.079 -1.343
N 0.730 -1.393 -1.496
H 1.588 1.359 1.815
H 2.775 2.048 0.685
H 0.934 2.058 0.356
H 1.496 -2.307 1.010
H -0.238 -2.373 0.861
H 0.611 -1.082 2.002
H -3.311 0.486 1.752
H -3.328 1.535 0.269
H -3.670 -0.202 0.086
H 1.839 0.627 -1.281
H 2.711 -0.210 0.174
H -1.401 -0.418 1.450
H 0.273 1.468 -1.668
H -1.461 1.777 -1.525
H 1.468 -2.025 -1.545
H 0.692 -0.814 -2.384
H -0.206 -1.883 -1.497
*
```

* orbital gap: 0.41961 Ha
* SMILES string: CC[C@](C)([NH3+])C(=[NH2+])NC

***

So which one wins? Going from most stable to least: run two, run one.

***

Run one
One molecule with the formula C22H27N3O2. Source: the OMol25 dataset; level of theory: the ωB97M-V functional and the def2-TZVPD basis.

```
! RIJCOSX wB97M-V def2-TZVPD def2/J DEFGRID3
* xyz 0 1
C -0.896 0.957 5.423
H -1.326 1.917 5.728
H -0.340 0.526 6.263
H -1.700 0.277 5.142
O -0.095 1.085 4.278
C 0.996 1.924 4.329
C 1.359 2.633 5.459
C 2.430 3.515 5.438
C 3.144 3.689 4.272
C 2.806 2.968 3.139
C 1.744 2.065 3.135
N 1.385 1.378 1.991
C 0.948 -0.005 2.044
C 1.604 -0.799 0.913
N 1.246 -0.303 -0.408
C 1.064 1.146 -0.397
C 1.887 1.802 0.705
H 2.950 1.553 0.558
H 1.777 2.888 0.630
H 0.004 1.409 -0.244
H 1.375 1.549 -1.366
C 0.132 -0.987 -1.039
H 0.209 -2.054 -0.818
H -0.851 -0.627 -0.695
C 0.228 -0.821 -2.570
C -0.827 -1.645 -3.241
C -0.769 -2.959 -3.621
N -1.978 -3.324 -4.163
C -2.833 -2.261 -4.142
C -4.147 -2.148 -4.573
C -4.768 -0.928 -4.413
C -4.099 0.155 -3.837
C -2.795 0.048 -3.408
C -2.139 -1.173 -3.559
H -2.289 0.893 -2.966
H -4.622 1.094 -3.729
H -5.791 -0.803 -4.737
H -4.662 -2.987 -5.018
H -2.182 -4.234 -4.542
C 0.336 -3.947 -3.521
H 1.269 -3.422 -3.341
H 0.156 -4.647 -2.703
H 0.421 -4.519 -4.444
O 1.524 -1.182 -2.996
H 2.120 -0.902 -2.286
H 0.047 0.236 -2.825
H 1.322 -1.850 0.993
H 2.693 -0.738 1.019
H 1.228 -0.446 3.002
H -0.144 -0.065 1.950
H 3.392 3.105 2.245
H 3.975 4.378 4.237
H 2.688 4.062 6.332
H 0.796 2.523 6.373
*
```

* orbital gap: 0.29997 Ha
* SMILES string: COc1ccccc1N1CCN(C[C@@H](O)c2c(C)[nH]c3ccccc23)CC1

***

Run two
One molecule with the formula C22H27N3O2. Source: the OMol25 dataset; level of theory: the ωB97M-V functional and the def2-TZVPD basis.

```
! RIJCOSX wB97M-V def2-TZVPD def2/J DEFGRID3
* xyz 0 1
C 4.823 -0.891 0.013
C 4.254 -0.227 1.231
C 4.779 0.980 1.677
C 4.299 1.601 2.816
C 3.285 1.008 3.547
C 2.741 -0.188 3.117
C 3.209 -0.800 1.961
O 2.642 -2.011 1.583
C 1.770 -1.934 0.478
C 0.464 -1.183 0.808
N -0.217 -0.808 -0.396
C -1.297 -1.385 -0.997
N -1.653 -0.787 -2.101
C -0.769 0.249 -2.268
C -0.682 1.213 -3.266
C 0.323 2.151 -3.160
C 1.222 2.146 -2.092
C 1.153 1.199 -1.090
C 0.147 0.251 -1.193
H 1.846 1.209 -0.262
H 1.989 2.905 -2.049
H 0.418 2.915 -3.918
H -1.381 1.219 -4.087
C -2.069 -2.518 -0.417
H -1.410 -3.251 0.050
H -2.611 -2.997 -1.233
C -3.076 -1.980 0.622
N -3.830 -0.871 0.094
C -3.349 0.395 0.208
O -2.446 0.677 0.970
C -4.088 1.452 -0.600
C -5.315 1.900 0.199
H -6.007 1.071 0.331
H -5.016 2.261 1.180
H -5.830 2.703 -0.325
C -4.477 0.990 -2.004
H -4.729 1.854 -2.614
H -5.350 0.340 -1.980
H -3.649 0.463 -2.475
H -3.396 2.296 -0.681
H -4.431 -1.072 -0.689
H -3.763 -2.775 0.925
H -2.548 -1.602 1.501
H -0.184 -1.798 1.433
H 0.706 -0.270 1.362
H 1.558 -2.970 0.200
H 2.250 -1.433 -0.373
H 1.950 -0.669 3.673
H 2.912 1.476 4.446
H 4.724 2.539 3.138
H 5.585 1.434 1.118
H 5.896 -0.719 -0.040
H 4.640 -1.963 0.042
H 4.376 -0.483 -0.896
*
```

* orbital gap: 0.33476 Ha
* SMILES string: Cc1ccccc1OCCn1c(CCNC(=O)C(C)C)nc2ccccc21

***

So which one wins? Going from most stable to least: run two, run one.

***

Run one
One molecule with the formula C7H11BrS. Source: the OMol25 dataset; level of theory: the ωB97M-V functional and the def2-TZVPD basis.

```
! RIJCOSX wB97M-V def2-TZVPD def2/J DEFGRID3
* xyz 0 1
C -0.535 1.536 1.132
C -0.350 0.342 1.650
C 0.617 0.381 -1.720
C -0.215 -0.645 -1.022
C -0.148 0.015 3.123
C 2.030 -0.177 -1.911
C -1.692 -0.533 -1.138
S 0.424 -0.972 0.720
Br -1.263 3.046 1.894
H 0.251 1.127 -2.392
H 0.185 -1.610 -1.273
H -1.141 -0.359 3.430
H 0.087 0.816 3.702
H 0.589 -0.683 3.185
H 2.463 -0.465 -0.959
H 2.850 0.586 -2.272
H 2.033 -0.993 -2.721
H -1.981 0.519 -0.703
H -2.057 -1.361 -0.660
H -2.146 -0.567 -2.065
*
```

* orbital gap (alpha / beta): 0.31338 / 0.26225 Ha

***

Run two
One molecule with the formula C7H11BrS. Source: the OMol25 dataset; level of theory: the ωB97M-V functional and the def2-TZVPD basis.

```
! RIJCOSX wB97M-V def2-TZVPD def2/J DEFGRID3
* xyz 0 1
C -0.222 0.764 0.982
C -1.344 0.212 0.325
C 1.017 0.991 0.496
C 0.047 -1.766 -1.178
C -2.703 0.439 0.919
C 2.062 1.669 1.316
C 0.538 -2.078 -2.552
S -1.315 -0.733 -1.078
Br 1.282 -1.966 0.233
H -0.414 1.076 2.001
H 1.259 0.805 -0.543
H -2.622 0.560 1.998
H -3.374 -0.389 0.705
H -3.156 1.347 0.522
H 2.087 2.733 1.071
H 3.052 1.266 1.117
H 1.843 1.565 2.378
H 0.925 -3.096 -2.580
H 1.338 -1.410 -2.887
H -0.300 -1.989 -3.243
*
```

* orbital gap (alpha / beta): 0.25841 / 0.25893 Ha

***

So which one wins? Going from most stable to least: run two, run one.